Formula: C2H2FLaO
Source: the Open Molecules 2025 dataset
Level of theory: ωB97M-V/def2-TZVPD

Frontier orbital gap (alpha / beta) ... 5.72 / 6.60 eV
Net charge ... +1
2S+1 ... 2
<S²> ... 0.75
HOMO energy (alpha / beta) ... -11.181 / -12.007 eV

Each line ends with the Mulliken charge.
Positions of all 7 atoms, in Å:
1 C 0.251 -0.744 0.307  0.365
2 C 0.105 0.291 -0.658  -0.849
3 O 0.816 0.657 0.558  -0.347
4 H 0.903 -1.619 0.287  0.333
5 F -0.841 -0.927 1.149  -0.255
6 H 0.766 0.247 -1.535  0.313
7 La -2.000 2.095 -0.110  1.439